Version A
{
  "formula": "CH7N6",
  "method": "ωB97M-V/def2-TZVPD",
  "elements": ["C", "N", "N", "N", "N", "N", "N", "H", "H", "H", "H", "H", "H", "H"],
  "coordinates": [[-0.409, -0.503, 0.619], [0.950, 2.822, -1.810], [-0.155, 2.135, -2.085], [1.289, 1.804, -1.012], [0.162, 1.179, -1.226], [0.290, -0.626, 1.769], [-0.525, -1.476, -0.294], [-1.128, 0.339, 0.666], [1.752, 1.731, -0.104], [0.224, 0.146, 2.464], [0.946, -1.371, 1.880], [0.194, -2.236, -0.157], [-0.677, 2.078, -2.855], [-0.862, -1.068, -1.132]],
  "nbo_charge": [0.41, -0.11, -0.18, -0.20, -0.28, -0.73, -0.72, 0.25, 0.41, 0.45, 0.42, 0.43, 0.41, 0.45],
  "orbital_gap_ev": 9.128,
  "charge": 1,
  "spin_multiplicity": 1,
  "homo_energy_ha": -0.4773
}

***

Version B
{
  "formula": "CH7N6",
  "method": "ωB97M-V/def2-TZVPD",
  "elements": ["C", "N", "N", "N", "N", "N", "N", "H", "H", "H", "H", "H", "H", "H"],
  "coordinates": [[-0.583, 0.950, -0.246], [-1.731, 1.030, 0.452], [-2.318, -0.086, 0.267], [-0.281, -0.314, -0.659], [-1.515, -0.859, -0.293], [0.160, 1.979, -0.603], [1.548, -1.120, 0.734], [0.675, -0.955, 0.143], [-1.788, -1.862, -0.546], [0.619, 1.853, -1.454], [-0.203, 2.941, -0.539], [1.883, -0.205, 0.950], [2.154, -1.701, 0.161], [1.381, -1.649, 1.634]],
  "nbo_charge": [0.48, -0.30, 0.07, -0.44, -0.16, -0.78, -0.90, 0.42, 0.44, 0.41, 0.43, 0.44, 0.44, 0.44],
  "orbital_gap_ev": 10.201,
  "charge": 1,
  "spin_multiplicity": 1,
  "homo_energy_ha": -0.5066
}

***

Energies in kJ/mol, measured from the most stable structure: version A 267.4; version B 0.0.

***

Version A
{
  "formula": "C2H8NOS",
  "method": "ωB97M-V/def2-TZVPD",
  "elements": ["C", "C", "N", "O", "S", "H", "H", "H", "H", "H", "H", "H", "H"],
  "coordinates": [[-1.730, 0.522, 0.716], [0.418, -0.066, -0.072], [1.027, -0.497, -1.389], [-0.864, 0.260, -0.389], [1.442, 1.372, 0.528], [-2.700, 0.740, 0.279], [-1.379, 1.386, 1.283], [-1.800, -0.352, 1.368], [0.498, -0.886, 0.657], [0.903, 0.290, -2.048], [0.526, -1.311, -1.777], [2.032, -0.698, -1.300], [1.966, 0.769, 1.592]],
  "nbo_charge": [-0.27, 0.15, -0.70, -0.53, -0.02, 0.23, 0.21, 0.19, 0.21, 0.46, 0.45, 0.46, 0.16],
  "orbital_gap_ev": 10.670,
  "charge": 1,
  "spin_multiplicity": 1,
  "homo_energy_ha": -0.5305
}

***

Version B
{
  "formula": "C2H8NOS",
  "method": "ωB97M-V/def2-TZVPD",
  "elements": ["O", "C", "C", "N", "H", "H", "H", "H", "H", "H", "S", "H", "H"],
  "coordinates": [[-1.974, 0.252, -0.619], [-0.984, 0.249, 0.057], [0.357, -0.049, -0.605], [0.112, -0.086, -2.083], [-0.964, 0.425, 1.141], [1.146, 0.665, -0.388], [0.675, -1.044, -0.289], [0.926, -0.417, -2.606], [-0.693, -0.702, -2.267], [-0.161, 0.833, -2.438], [0.434, 0.440, 3.753], [1.310, 0.169, 2.774], [-0.184, -0.736, 3.571]],
  "nbo_charge": [-0.49, 0.41, -0.34, -0.67, 0.18, 0.26, 0.26, 0.45, 0.46, 0.45, -0.24, 0.12, 0.14],
  "orbital_gap_ev": 8.897,
  "charge": 1,
  "spin_multiplicity": 1,
  "homo_energy_ha": -0.4755
}

***

Energies in kJ/mol, measured from the most stable structure: version A 0.0; version B 15.8.

***

Version A
{
  "formula": "CH11N3O3",
  "method": "ωB97M-V/def2-TZVPD",
  "elements": ["N", "C", "N", "N", "H", "H", "H", "H", "H", "H", "H", "O", "H", "H", "O", "H", "H", "O"],
  "coordinates": [[-1.858, 2.457, 0.815], [-0.865, 1.491, 0.838], [-0.601, 0.992, 2.108], [-0.268, 1.025, -0.177], [-2.357, 2.617, 1.675], [-2.461, 2.444, 0.010], [-0.001, 0.179, 2.070], [-1.445, 0.790, 2.625], [-0.319, 1.566, -1.029], [0.721, -2.790, -1.110], [-0.282, -2.532, -0.019], [0.106, -2.112, -0.797], [-0.120, -0.463, -3.209], [1.255, -0.484, -2.578], [0.775, -0.782, -3.358], [3.061, -1.754, 0.870], [1.633, -1.737, 0.327], [2.150, -1.923, 1.136]],
  "nbo_charge": [-0.84, 0.58, -0.82, -0.79, 0.38, 0.39, 0.40, 0.36, 0.34, 0.47, 0.47, -0.93, 0.47, 0.47, -0.94, 0.47, 0.48, -0.97],
  "orbital_gap_ev": 9.844,
  "charge": 0,
  "spin_multiplicity": 1,
  "homo_energy_ha": -0.3397
}

***

Version B
{
  "formula": "CH11N3O3",
  "method": "ωB97M-V/def2-TZVPD",
  "elements": ["N", "C", "N", "N", "H", "H", "H", "H", "H", "H", "H", "O", "H", "H", "O", "H", "H", "O"],
  "coordinates": [[-0.374, 0.327, -1.253], [0.880, 0.577, -0.687], [1.865, -0.295, -1.172], [1.119, 1.435, 0.318], [-0.545, 0.012, -2.212], [-1.197, 0.664, -0.791], [2.881, -0.238, -1.134], [1.580, -1.282, -1.514], [0.249, 1.961, 0.579], [1.376, 0.452, 3.181], [1.443, 1.140, 4.516], [0.898, 0.624, 3.906], [-2.952, -3.315, -3.504], [-1.413, -3.564, -4.053], [-2.359, -3.827, -4.048], [-1.873, 1.875, 3.268], [-0.628, 1.347, 2.817], [-1.348, 1.605, 2.356]],
  "nbo_charge": [-0.86, 0.58, -0.86, -0.80, 0.39, 0.40, 0.41, 0.39, 0.36, 0.48, 0.48, -0.95, 0.48, 0.48, -0.96, 0.46, 0.47, -0.94],
  "orbital_gap_ev": 9.013,
  "charge": 0,
  "spin_multiplicity": 1,
  "homo_energy_ha": -0.3185
}

***

Energies in kJ/mol, measured from the most stable structure: version A 0.0; version B 116.4.

***

Version A
{
  "formula": "C4H12N2",
  "method": "ωB97M-V/def2-TZVPD",
  "elements": ["C", "C", "C", "C", "N", "N", "H", "H", "H", "H", "H", "H", "H", "H", "H", "H", "H", "H"],
  "coordinates": [[0.877, -0.246, -1.892], [0.702, -0.110, -0.397], [-0.648, -0.711, 0.070], [-1.130, 0.106, 1.261], [-1.220, 1.552, 0.969], [1.747, -0.678, 0.375], [0.081, 0.278, -2.429], [0.792, -1.290, -2.171], [1.698, 0.302, -2.366], [0.735, 0.991, -0.166], [-1.413, -0.579, -0.696], [-0.559, -1.749, 0.361], [-0.349, -0.034, 2.019], [-2.027, -0.299, 1.737], [-1.763, 1.874, 1.768], [-1.876, 1.630, 0.192], [1.651, -0.399, 1.353], [2.699, -0.640, 0.012]],
  "nbo_charge": [-0.65, -0.11, -0.41, -0.23, -0.79, -0.35, 0.25, 0.25, 0.25, 0.34, 0.24, 0.25, 0.17, 0.22, 0.39, 0.36, 0.41, 0.42],
  "orbital_gap_ev": [11.237, 5.741],
  "charge": 1,
  "spin_multiplicity": 2,
  "homo_energy_ha": [-0.5275, -0.5178]
}

***

Version B
{
  "formula": "C4H12N2",
  "method": "ωB97M-V/def2-TZVPD",
  "elements": ["N", "C", "C", "C", "N", "C", "H", "H", "H", "H", "H", "H", "H", "H", "H", "H", "H", "H"],
  "coordinates": [[-1.431, 0.139, 1.282], [-0.834, -0.802, 0.342], [0.358, -1.634, 0.872], [-0.535, 0.039, -1.016], [0.421, 1.101, -1.089], [1.815, 1.093, -0.562], [-1.438, 1.094, 0.951], [-1.064, 0.195, 2.223], [-1.702, -1.470, 0.135], [0.537, -1.382, 1.926], [1.254, -1.457, 0.276], [0.046, -2.696, 0.698], [-1.446, 0.203, -1.561], [0.085, -0.677, -1.642], [-0.096, 1.942, -0.792], [2.470, 1.560, -1.302], [1.846, 1.570, 0.426], [2.130, 0.060, -0.621]],
  "nbo_charge": [-0.76, -0.01, -0.64, -0.28, -0.23, -0.45, 0.36, 0.39, 0.25, 0.24, 0.22, 0.25, 0.26, 0.25, 0.39, 0.27, 0.25, 0.23],
  "orbital_gap_ev": [11.002, 5.592],
  "charge": 1,
  "spin_multiplicity": 2,
  "homo_energy_ha": [-0.5219, -0.5021]
}

***

Energies in kJ/mol, measured from the most stable structure: version A 0.0; version B 77.4.

***

Version A
{
  "formula": "C7H40NO12",
  "method": "ωB97M-V/def2-TZVPD",
  "elements": ["C", "C", "C", "C", "C", "C", "C", "N", "H", "H", "H", "H", "H", "H", "H", "H", "H", "H", "H", "H", "H", "H", "H", "H", "H", "H", "O", "H", "H", "O", "H", "H", "O", "H", "H", "O", "H", "H", "O", "H", "H", "O", "H", "H", "O", "H", "H", "O", "H", "H", "O", "H", "H", "O", "H", "H", "O", "H", "H", "O"],
  "coordinates": [[0.753, 2.151, 1.981], [-0.112, 1.288, 1.169], [0.686, 0.143, 0.477], [0.054, -1.245, 0.351], [-1.940, -0.607, -1.029], [-1.382, -1.445, -0.112], [-2.180, -2.534, 0.408], [-1.213, 0.817, 2.146], [1.176, 1.633, 2.796], [0.162, 3.016, 2.580], [1.433, 2.829, 1.568], [-0.744, 1.856, 0.473], [0.831, 0.420, -0.615], [1.748, 0.179, 0.799], [0.704, -1.853, -0.190], [0.098, -1.816, 1.340], [-2.968, -0.614, -1.460], [-1.364, 0.291, -1.401], [-2.553, -2.187, 1.339], [-3.152, -2.731, -0.435], [-1.755, -3.481, 0.604], [-1.254, -0.144, 2.276], [-1.110, 1.296, 2.993], [-2.129, 0.993, 1.713], [-2.511, 3.612, -1.970], [-2.013, 2.367, -1.157], [-2.622, 3.075, -1.129], [3.070, 2.012, -1.671], [3.022, 0.585, -1.244], [2.455, 1.256, -1.724], [0.199, -1.428, -3.492], [-0.855, -2.513, -3.148], [0.073, -2.300, -3.295], [1.039, -1.445, 3.967], [1.413, -0.507, 2.728], [0.736, -0.815, 3.425], [1.561, -4.514, -1.863], [0.652, -3.426, -2.323], [1.098, -3.739, -1.470], [4.862, -0.390, -0.660], [3.796, -1.149, -0.279], [4.020, -0.297, -0.139], [1.616, -0.277, -4.280], [1.399, 0.762, -3.174], [0.992, 0.177, -3.795], [3.559, 0.818, 1.180], [3.829, 1.397, 2.541], [3.125, 0.986, 2.023], [-0.413, 1.398, -3.820], [-1.141, 2.634, -4.401], [-0.894, 2.192, -3.501], [2.020, -2.419, -0.291], [3.078, -3.059, 0.694], [2.578, -2.298, 0.559], [-3.505, 2.690, 0.204], [-3.694, 3.567, 1.595], [-3.692, 2.575, 1.201], [-4.078, -0.626, 3.199], [-4.669, 0.579, 2.629], [-3.897, 0.266, 3.110]],
  "nbo_charge": [-0.63, -0.04, -0.48, -0.45, -0.46, 0.02, -0.63, -0.67, 0.24, 0.20, 0.25, 0.21, 0.26, 0.26, 0.22, 0.23, 0.22, 0.18, 0.21, 0.21, 0.24, 0.43, 0.44, 0.48, 0.52, 0.48, -0.96, 0.48, 0.50, -1.00, 0.50, 0.49, -0.96, 0.48, 0.51, -0.99, 0.48, 0.50, -1.00, 0.49, 0.50, -0.94, 0.49, 0.52, -0.99, 0.50, 0.48, -0.98, 0.50, 0.48, -0.99, 0.51, 0.48, -0.98, 0.51, 0.49, -1.02, 0.47, 0.49, -0.95],
  "orbital_gap_ev": 9.611,
  "charge": 1,
  "spin_multiplicity": 1,
  "homo_energy_ha": -0.4390
}

***

Version B
{
  "formula": "C7H40NO12",
  "method": "ωB97M-V/def2-TZVPD",
  "elements": ["C", "C", "C", "C", "C", "C", "C", "N", "H", "H", "H", "H", "H", "H", "H", "H", "H", "H", "H", "H", "H", "H", "H", "H", "H", "H", "O", "H", "H", "O", "H", "H", "O", "H", "H", "O", "H", "H", "O", "H", "H", "O", "H", "H", "O", "H", "H", "O", "H", "H", "O", "H", "H", "O", "H", "H", "O", "H", "H", "O"],
  "coordinates": [[-2.044, 2.001, -1.011], [-1.988, 0.978, 0.088], [-0.992, -0.137, -0.424], [-0.478, -1.048, 0.668], [-0.918, -2.605, 0.549], [-0.092, -3.403, -0.437], [1.124, -4.059, 0.005], [-3.148, 0.266, 0.648], [-0.984, 2.230, -1.144], [-2.750, 2.818, -0.856], [-2.169, 1.876, -2.039], [-1.348, 1.412, 1.053], [-1.414, -0.500, -1.325], [-0.055, 0.436, -0.702], [0.634, -1.067, 0.827], [-0.966, -0.726, 1.616], [-0.929, -2.966, 1.600], [-2.054, -2.665, 0.184], [-0.542, -3.538, -1.393], [1.498, -4.852, -0.510], [1.460, -3.918, 1.024], [-3.492, -0.355, -0.083], [-3.816, 1.066, 0.567], [-2.880, -0.158, 1.647], [4.424, 1.765, 0.243], [4.178, 0.253, -0.434], [3.862, 1.103, -0.259], [0.902, -1.242, 3.247], [0.740, -2.149, 4.325], [0.401, -2.161, 3.533], [0.656, 3.751, -0.912], [1.020, 3.145, -2.178], [1.245, 3.288, -1.259], [-2.470, -2.692, 3.363], [-1.252, -1.965, 3.287], [-2.168, -1.785, 3.224], [0.664, 1.989, 3.018], [0.094, 3.305, 3.262], [-0.174, 2.398, 3.039], [0.406, 1.563, 0.853], [1.995, 1.259, 0.282], [1.439, 1.492, 0.931], [2.196, 3.632, 1.015], [2.109, 3.745, 2.361], [2.394, 4.261, 1.642], [2.009, 0.593, 2.134], [2.578, -0.735, 2.188], [2.050, -0.255, 2.758], [-0.473, -2.435, -4.497], [-0.449, -0.951, -3.984], [-0.906, -1.823, -3.784], [0.085, 1.189, -4.666], [1.183, 0.249, -4.028], [0.262, 0.512, -3.931], [3.469, 0.211, -3.397], [2.881, 1.608, -2.758], [2.690, 0.843, -3.298], [-3.247, -2.262, -1.345], [-3.027, -1.418, -2.685], [-3.423, -1.371, -1.842]],
  "nbo_charge": [-0.68, -0.05, -0.45, -0.43, -0.42, -0.18, -0.39, -0.74, 0.25, 0.23, 0.25, 0.22, 0.25, 0.22, 0.23, 0.20, 0.24, 0.16, 0.21, 0.20, 0.20, 0.47, 0.44, 0.52, 0.52, 0.49, -1.00, 0.51, 0.46, -0.99, 0.45, 0.48, -0.92, 0.47, 0.49, -0.99, 0.47, 0.48, -0.94, 0.53, 0.52, -1.00, 0.47, 0.44, -0.91, 0.50, 0.47, -0.97, 0.47, 0.50, -1.01, 0.49, 0.51, -0.97, 0.50, 0.51, -0.99, 0.49, 0.51, -0.98],
  "orbital_gap_ev": 8.850,
  "charge": 1,
  "spin_multiplicity": 1,
  "homo_energy_ha": -0.4187
}

***

Energies in kJ/mol, measured from the most stable structure: version A 0.0; version B 274.0.